Version a
The following is a quantum chemistry calculation of an isolated ion of composition C4H13N3 and charge +2, from the OMol25 dataset.

Structure (XYZ):
```
20
C4H13N3 ωB97M-V/def2-TZVPD
C -1.4907 -0.6965 0.1782
C 0.5480 -1.9483 0.2809
C 1.9374 0.2100 -0.5261
C 0.3628 1.7021 0.5455
N -2.2761 0.5218 -0.2997
N -0.1480 -0.6544 0.1884
N 0.6367 0.4293 0.0385
H -2.1590 -1.6154 -0.0431
H -0.1063 -2.7361 0.8654
H 1.3361 -1.7202 0.9304
H 0.8410 -2.4758 -0.6597
H 1.6627 -0.2944 -1.3605
H 2.3498 1.1226 -0.7550
H 2.7058 -0.3218 -0.0706
H 1.2820 2.0003 0.9714
H 0.3342 2.3342 -0.3559
H -0.3944 1.8208 1.3409
H -3.1573 0.6380 0.3169
H -2.6460 0.3562 -1.3116
H -1.6186 1.3277 -0.2742
```

Results
SMILES: CN(C)/[N+](C)=C\[NH3+]
M in g mol⁻¹: 103.17
Kohn-Sham gap (alpha / beta) in eV: 8.4 / 8.4
Lowest unoccupied orbital energy (alpha / beta) in eV: -9.781 / -9.782
Total charge: +2

=====

Version b
The following is a quantum chemistry calculation of C4H13N3 as an isolated structure, from the OMol25 dataset.

Structure (XYZ):
```
20
C4H13N3 ωB97M-V/def2-TZVPD
C -0.8283 0.4279 0.4400
C -1.6917 1.5690 2.4464
C 2.3505 -1.1053 -1.9887
C 0.8385 -0.4039 -0.3191
N -2.0210 0.2427 -0.1289
N -0.5897 0.9292 1.6232
N 0.9798 -1.2352 -1.5374
H -1.7272 1.0082 3.3759
H -2.7150 1.2675 1.9612
H -1.3937 2.6351 2.5949
H 2.4069 -0.1178 -2.3625
H 3.0382 -1.0822 -1.2103
H 2.5210 -1.8795 -2.7355
H 1.4475 0.4837 -0.5032
H 0.9995 -0.8246 0.6859
H -1.9641 -0.2829 -0.9283
H -2.9249 0.6924 0.1081
H 0.3292 0.9467 1.9848
H 0.1952 -1.0546 -2.1821
H 0.7494 -2.2165 -1.3244
```

Results
M in g mol⁻¹: 103.17
Kohn-Sham gap in eV: 11.2
Lowest unoccupied orbital energy in eV: -7.859
Total charge: +2

=====

Stability summary: most stable version b, least stable version a.

=====

Version a
The following is a quantum chemistry calculation of a 2-piece molecular cluster, C5H13NO overall, from the OMol25 dataset.

Structure (XYZ):
```
20
C5H13NO ωB97M-V/def2-TZVPD
C -0.2007 -1.4161 -1.0679
N 0.1553 -1.3476 0.3501
C -1.0159 -1.1797 1.2126
C -1.2942 0.3283 1.3221
C 0.1140 0.9542 1.2132
C 1.0094 -0.1574 0.6187
H -0.9965 -2.1439 -1.2107
H 0.6767 -1.7950 -1.5924
H -0.5559 -0.4913 -1.5409
H -1.8678 -1.7337 0.8223
H -0.7997 -1.6381 2.1790
H -1.7302 0.5494 2.2965
H -1.9424 0.6483 0.5086
H 0.4852 1.2008 2.2001
H 0.0740 1.8123 0.5468
H 1.4446 0.1283 -0.3353
H 1.7862 -0.4759 1.3066
H 2.0770 1.6741 -2.7069
H 1.3335 2.9207 -3.3562
O 1.2475 2.1625 -2.7660
```

Results
SMILES: CN1CCCC1.O
M in g mol⁻¹: 103.16
Kohn-Sham gap in eV: 9.1
Lowest unoccupied orbital energy in eV: 0.759
Total charge: 0

=====

Version b
The following is a quantum chemistry calculation of a 2-piece molecular cluster, C5H13NO overall, from the OMol25 dataset.

Structure (XYZ):
```
20
C5H13NO ωB97M-V/def2-TZVPD
C 0.2317 2.0688 0.8432
C -0.4045 1.3793 -0.3591
C 0.4210 0.3928 -1.1623
C 1.7038 0.0844 -1.1168
C 2.3055 -1.1928 -1.6327
N -0.2472 1.5260 2.1108
H -0.0732 3.1134 0.7279
H 1.3194 2.1012 0.7458
H -0.8663 2.0705 -1.0497
H -1.2915 0.7763 -0.1382
H -0.2282 -0.4053 -1.5366
H 2.3878 0.6981 -0.5353
H 2.0589 -2.0611 -1.0242
H 3.3866 -1.1266 -1.7072
H 1.9191 -1.4489 -2.6230
H 0.3705 0.7678 2.3973
H -0.1024 2.1967 2.8593
H -4.3174 -3.1086 1.6777
H -4.1398 -3.8836 0.3082
O -4.4336 -3.9484 1.2147
```

Results
SMILES: C/C=C/CCN.O
M in g mol⁻¹: 103.16
Kohn-Sham gap in eV: 9.9
Lowest unoccupied orbital energy in eV: 0.744
Total charge: 0

=====

Version c
The following is a quantum chemistry calculation of a 2-piece molecular cluster, C5H13NO overall, from the OMol25 dataset.

Structure (XYZ):
```
20
C5H13NO ωB97M-V/def2-TZVPD
C 2.1017 0.8559 -0.8780
N 0.7725 0.2914 -1.0304
C -0.1408 0.1957 0.0415
C -0.7422 -0.9698 0.3684
C -0.9453 -1.5423 1.7335
C 0.0005 1.2582 1.1432
H 1.9711 1.8683 -0.5159
H 2.6952 0.2764 -0.1528
H 2.6236 0.6505 -1.8088
H 0.6804 -0.4195 -1.7356
H -0.9176 -1.5942 -0.5084
H -0.4030 -2.4787 1.8509
H -0.5224 -0.8774 2.4837
H -1.9887 -1.6799 2.0322
H -0.9782 1.7128 1.2144
H 0.8020 1.9648 0.9469
H 0.4015 0.7899 2.0348
H -2.5080 0.1027 -2.2224
H -1.0630 -0.0200 -2.2728
O -1.8391 -0.3848 -2.7245
```

Results
SMILES: C/C=C(\C)NC.O
M in g mol⁻¹: 103.16
Kohn-Sham gap in eV: 8.4
Lowest unoccupied orbital energy in eV: 0.892
Total charge: 0

=====

Version d
The following is a quantum chemistry calculation of a 2-piece molecular cluster, C5H13NO overall, from the OMol25 dataset.

Structure (XYZ):
```
20
C5H13NO ωB97M-V/def2-TZVPD
C -0.8196 -2.1855 -0.0823
C -0.9625 -0.7145 -0.2037
C 0.2894 -0.1462 -0.8984
C 0.2634 0.4517 -2.0773
C 1.2141 0.1493 1.2886
N 1.4309 -0.3193 -0.1424
H -1.4540 -2.5095 0.6980
H -0.9900 -2.7404 -1.0446
H 0.3010 -2.4441 -0.1194
H -1.2749 -0.0631 0.6735
H -1.7706 -0.4328 -0.9421
H 1.1232 0.9314 -2.5592
H -0.6361 0.6162 -2.5392
H 0.0883 0.1502 1.5168
H 1.3627 1.1274 1.6148
H 1.4974 -0.7276 1.9778
H 2.2333 0.0408 -0.6754
H 0.1290 2.9781 1.4468
H -1.1292 3.0998 0.6333
O -0.8960 2.7381 1.4344
```

Results
SMILES: C=C(CC)NC.O
M in g mol⁻¹: 103.16
Kohn-Sham gap in eV: 8.9
Lowest unoccupied orbital energy in eV: 0.673
Total charge: 0

=====

Stability summary: most stable version a, least stable version d.

=====

Version a
The following is a quantum chemistry calculation of one molecule with the formula C3H6N2S, from the OMol25 dataset.

Structure (XYZ):
```
12
C3H6N2S ωB97M-V/def2-TZVPD
C -0.0092 0.3860 -0.4062
C -0.5573 -1.2225 1.4979
C 0.1105 -2.3674 1.2543
H -0.6975 -1.3275 -1.2396
H -0.0563 -0.2090 -2.3016
H -0.8595 0.7889 1.2939
H -1.2483 -1.1642 2.3181
H 0.7039 -2.5279 0.3434
H -0.0718 -3.1961 1.8906
N -0.1658 -0.4734 -1.3579
N -0.4355 0.0079 0.8142
S 0.5734 1.8824 -0.7859
```

Results
SMILES: C=CNC(N)=S
M in g mol⁻¹: 102.16
Kohn-Sham gap in eV: 8.9
Lowest unoccupied orbital energy in eV: 0.610
Total charge: 0

=====

Version b
The following is a quantum chemistry calculation of one molecule with the formula C3H6N2S, from the OMol25 dataset.

Structure (XYZ):
```
12
C3H6N2S ωB97M-V/def2-TZVPD
C 0.6486 1.1266 0.4209
C -0.7504 1.2400 -0.3298
C 0.1496 -1.3669 0.0796
H 1.1314 2.1750 0.5586
H 0.4335 0.8161 1.4914
H -0.5463 1.3126 -1.4518
H -1.1897 2.2722 0.1356
H -0.2641 -2.4437 0.1206
H 2.4071 0.5662 -0.1752
N 1.3688 -1.0129 -0.0901
N 1.4552 0.2908 -0.2656
S -1.3767 -0.3526 0.0492
```

Results
SMILES: C1=NNCCS1
M in g mol⁻¹: 102.16
Kohn-Sham gap in eV: 9.0
Lowest unoccupied orbital energy in eV: 0.835
Total charge: 0

=====

Stability summary: most stable version a, least stable version b.

=====

Version a
The following is a quantum chemistry calculation of one molecule with the formula C3H6N2S, from the OMol25 dataset.

Structure (XYZ):
```
12
C3H6N2S ωB97M-V/def2-TZVPD
C -2.0424 -0.8036 0.7640
C 0.5456 -0.0800 -0.4270
C 1.9692 0.5614 -0.4115
H -1.2106 -1.7611 1.0359
H -3.1645 -1.1805 0.7695
H -0.5451 1.6001 -0.2592
H 0.2018 -0.5277 -1.4336
H 0.8614 -0.9106 0.2382
H 2.4930 0.8853 0.4557
N -1.6505 0.4837 0.5982
N -0.3037 0.7974 0.4031
S 2.8457 0.9358 -1.7333
```

Results
SMILES: C=NNCC=S
M in g mol⁻¹: 102.16
Kohn-Sham gap in eV: 8.5
Lowest unoccupied orbital energy in eV: -0.310
Total charge: 0

=====

Version b
The following is a quantum chemistry calculation of one molecule with the formula C3H6N2S, from the OMol25 dataset.

Structure (XYZ):
```
12
C3H6N2S ωB97M-V/def2-TZVPD
C -1.0888 0.1098 -0.1604
C 0.9580 -1.2902 -0.2129
C 1.3541 0.0540 0.3701
H -0.7427 2.1144 -0.3211
H -2.3824 1.6860 0.2092
H 0.5502 -1.9975 0.4983
H 1.4522 -1.7034 -1.0833
H 2.1333 0.6212 -0.1474
H 1.1414 0.2125 1.4267
N -1.4546 1.4431 -0.1257
N 0.2218 -0.1037 -0.4865
S -2.1424 -1.1463 0.0331
```

Results
SMILES: NC(=S)N1CC1
M in g mol⁻¹: 102.16
Kohn-Sham gap in eV: 9.2
Lowest unoccupied orbital energy in eV: 0.888
Total charge: 0

=====

Stability summary: most stable version b, least stable version a.

=====

Version a
The following is a quantum chemistry calculation of one molecule with the formula C3H6N2S, from the OMol25 dataset.

Structure (XYZ):
```
12
C3H6N2S ωB97M-V/def2-TZVPD
C 1.9308 -0.4394 0.0812
C 0.7146 0.3910 -0.2974
C -1.7182 0.0374 -0.0722
H 1.4089 -1.4688 0.1720
H 2.5783 -0.4850 -0.8452
H 2.4719 0.0544 1.0499
H -0.2895 -1.2806 -0.4338
H -2.3279 -0.9674 0.4291
H -3.1137 1.3015 0.2959
N -0.4208 -0.3707 -0.2254
N -2.0462 1.2189 -0.0695
S 0.8119 2.0087 -0.0847
```

Results
SMILES: [H]/N=C/NC(C)=S
M in g mol⁻¹: 102.16
Kohn-Sham gap in eV: 8.1
Lowest unoccupied orbital energy in eV: 0.233
Total charge: 0

=====

Version b
The following is a quantum chemistry calculation of one molecule with the formula C3H6N2S, from the OMol25 dataset.

Structure (XYZ):
```
12
C3H6N2S ωB97M-V/def2-TZVPD
C 0.9619 1.9271 0.1602
C -0.4736 -1.2976 -0.3625
C -0.9348 -2.2156 0.6087
H 0.1531 2.2582 0.8437
H 1.8501 1.6821 0.8021
H 1.2348 2.7305 -0.5439
H -0.0571 1.0564 -1.4563
H -0.7273 -1.3627 -1.3718
H -0.4718 -2.2276 1.6193
N 0.5252 0.7816 -0.6195
N 0.1537 -0.2484 0.1386
S -2.2145 -3.0839 0.1814
```

Results
SMILES: CN/N=C/C=S
M in g mol⁻¹: 102.16
Kohn-Sham gap in eV: 8.0
Lowest unoccupied orbital energy in eV: -0.438
Total charge: 0

=====

Version c
The following is a quantum chemistry calculation of one molecule with the formula C3H6N2S, from the OMol25 dataset.

Structure (XYZ):
```
12
C3H6N2S ωB97M-V/def2-TZVPD
C 0.5538 -0.0323 0.0617
C -0.6997 -0.1983 0.6756
C -1.9466 -0.0255 0.0729
H 1.5522 0.3390 -1.6998
H -0.1687 0.5440 -1.7306
H 2.5479 0.1252 0.4197
H 1.5836 -0.5201 1.7196
H -0.6776 -0.5126 1.6800
H -2.7745 -0.2504 0.7400
N 0.6781 0.4223 -1.1952
N 1.7048 -0.3421 0.7270
S -2.3532 0.4507 -1.4708
```

Results
SMILES: NC(N)=CC=S
M in g mol⁻¹: 102.16
Kohn-Sham gap in eV: 8.3
Lowest unoccupied orbital energy in eV: 0.523
Total charge: 0

=====

Version d
The following is a quantum chemistry calculation of one molecule with the formula C3H6N2S, from the OMol25 dataset.

Structure (XYZ):
```
12
C3H6N2S ωB97M-V/def2-TZVPD
C -1.3780 0.6444 -1.0517
C 0.0921 1.0376 -0.8812
C 1.3921 -1.1869 1.5108
H -1.3778 -0.3879 -1.4263
H -1.7847 1.3706 -1.7653
H -1.8166 0.7065 -0.0224
H 0.5192 1.8146 -1.5214
H -0.4368 -0.8595 0.6102
H 2.3085 -0.5669 1.5264
N 0.9702 0.4808 -0.0940
N 0.5574 -0.5861 0.6616
S 0.9545 -2.4674 2.4534
```

Results
SMILES: C/C=N\NC=S
M in g mol⁻¹: 102.16
Kohn-Sham gap in eV: 8.9
Lowest unoccupied orbital energy in eV: 0.269
Total charge: 0

=====

Stability summary: most stable version c, least stable version a.